#P
The following is a DFT calculation (ωB97M-V with the def2-TZVPD basis set) of a 2-piece molecular cluster, C5H8ClN3O overall.

Kohn-Sham gap (spin up / spin down) = 7.241 / 7.243 eV
Lowest unoccupied orbital energy (spin up / spin down) = -0.26 / -0.26 eV
HOMO energy (spin up / spin down) = -7.500 / -7.503 eV

```
! wB97M-V def2-TZVPD RIJCOSX def2/J DEFGRID3
* xyz 0 1
C -1.334 0.976 -1.159
C -0.195 0.301 -1.633
C -2.124 0.659 -0.068
C -1.455 -1.476 0.979
C -0.977 -2.767 1.368
N -2.090 -0.595 0.590
N 0.124 -0.858 -1.152
N 3.287 2.701 0.275
O 1.223 -1.440 -1.381
Cl -3.574 1.468 0.410
H -1.475 2.031 -1.538
H 0.424 0.961 -2.367
H -0.011 -3.030 0.725
H -1.754 -3.440 0.941
H -0.786 -2.987 2.464
H 3.238 1.760 0.134
H 3.331 2.743 1.373
H 4.147 2.993 0.039
*
```

---

#Q
The following is a DFT calculation (ωB97M-V with the def2-TZVPD basis set) of a 2-piece molecular cluster, C5H8ClN3O overall.

Kohn-Sham gap (spin up / spin down) = 8.398 / 8.399 eV
Lowest unoccupied orbital energy (spin up / spin down) = -2.01 / -2.01 eV
HOMO energy (spin up / spin down) = -10.409 / -10.410 eV
SMILES string = C[C@@H](O)/C=C1\N=CN=N1.Cl

```
! wB97M-V def2-TZVPD RIJCOSX def2/J DEFGRID3
* xyz 0 1
C -2.856 -0.134 0.754
C -0.828 -0.430 0.450
C 1.346 1.560 -1.477
C 0.470 -0.256 -0.010
C 0.807 0.060 -1.399
N -1.957 -0.016 -0.181
N -2.377 -0.907 1.792
N -1.142 -0.972 1.697
O 1.894 -0.767 -1.681
Cl 1.213 -0.536 3.334
H -3.911 -0.013 0.604
H 2.271 1.567 -0.869
H 0.648 2.288 -1.093
H 1.345 1.790 -2.506
H 1.263 -0.641 0.630
H -0.073 -0.192 -2.008
H -0.007 -0.946 2.934
H 1.892 -1.454 -0.969
*
```

---

Which of them is most stable, and which least? Most stable: #Q; least stable: #P.

---

#P
The following is a DFT calculation (ωB97M-V with the def2-TZVPD basis set) of an isolated molecule of C6H9P.

Kohn-Sham gap = 9.799 eV
Lowest unoccupied orbital energy = 1.03 eV
HOMO energy = -8.766 eV
SMILES string = CC1=CP2C[C@H]2C1

```
! wB97M-V def2-TZVPD RIJCOSX def2/J DEFGRID3
* xyz 0 1
C 0.753 -1.025 0.771
C -0.110 -0.021 0.852
C -0.108 1.065 -0.252
C 0.444 -0.806 -1.934
C 0.717 0.555 -1.369
C -1.088 0.127 1.903
P 2.083 -0.622 -0.930
H 1.040 -1.973 1.341
H -1.183 1.240 -0.540
H 0.262 1.971 0.111
H -0.201 -1.428 -1.254
H 0.477 -1.031 -2.929
H 1.105 1.403 -1.982
H -1.992 -0.234 1.426
H -1.339 1.220 1.969
H -0.860 -0.441 2.817
*
```

---

#Q
The following is a DFT calculation (ωB97M-V with the def2-TZVPD basis set) of a 2-piece molecular cluster, C6H9P overall.

Kohn-Sham gap (spin up / spin down) = 7.896 / 7.807 eV
Lowest unoccupied orbital energy (spin up / spin down) = 0.21 / -0.07 eV
HOMO energy (spin up / spin down) = -7.690 / -7.876 eV

```
! wB97M-V def2-TZVPD RIJCOSX def2/J DEFGRID3
* xyz 0 1
C -1.737 1.725 1.786
C 2.373 -1.743 -1.297
C -1.993 0.905 0.712
C 1.879 -1.622 -0.108
C -1.016 0.252 -0.031
C 0.369 0.400 0.143
P 0.183 1.055 -1.458
H -2.550 2.238 2.266
H -0.743 1.774 2.191
H 2.991 -2.543 -1.743
H 1.892 -1.111 -2.027
H -2.964 0.765 0.387
H 1.695 -2.059 0.876
H -1.372 -0.823 -0.347
H 0.834 0.990 0.965
H 0.160 -0.203 -2.317
*
```

---

Which of them is most stable, and which least? Most stable: #P; least stable: #Q.

---

#P
The following is a DFT calculation (ωB97M-V with the def2-TZVPD basis set) of an isolated molecule of C10H8O.

Kohn-Sham gap = 9.254 eV
Lowest unoccupied orbital energy = 0.97 eV
HOMO energy = -8.287 eV
SMILES string = c1ccc(-c2ccco2)cc1

```
! wB97M-V def2-TZVPD RIJCOSX def2/J DEFGRID3
* xyz 0 1
C -2.626 -0.725 1.511
C -1.737 0.243 2.082
C -0.595 0.557 1.382
C -0.260 -0.045 0.234
C -1.129 -0.979 -0.348
C -2.399 -1.304 0.239
C 0.973 0.362 -0.436
C 2.110 -0.415 -0.838
C 2.907 0.436 -1.553
C 2.274 1.631 -1.674
H -3.496 -1.049 2.115
H -2.249 0.593 3.117
H 0.097 1.357 1.873
H -0.744 -1.460 -1.509
H -3.003 -2.271 -0.291
H 2.396 -1.557 -0.692
H 3.763 0.365 -2.040
H 2.566 2.726 -2.223
O 1.151 1.536 -0.948
*
```

---

#Q
The following is a DFT calculation (ωB97M-V with the def2-TZVPD basis set) of an isolated molecule of C10H8O.

Kohn-Sham gap = 9.231 eV
Lowest unoccupied orbital energy = 0.96 eV
HOMO energy = -8.273 eV
SMILES string = c1ccc(-c2ccco2)cc1

```
! wB97M-V def2-TZVPD RIJCOSX def2/J DEFGRID3
* xyz 0 1
C 3.274 -0.057 -0.046
C 2.540 1.134 -0.349
C 1.206 1.095 -0.332
C 0.473 0.049 0.046
C 1.131 -1.149 0.277
C 2.497 -1.187 0.358
C -1.048 0.046 0.051
C -1.857 1.062 0.606
C -3.198 0.595 0.287
C -3.058 -0.626 -0.402
H 4.507 0.050 0.042
H 3.266 2.176 -0.628
H 0.688 2.003 -0.621
H 0.341 -2.057 0.770
H 3.073 -2.025 0.604
H -1.463 1.984 1.329
H -4.131 1.033 0.398
H -3.809 -1.433 -0.764
O -1.779 -0.937 -0.513
*
```

---

Which of them is most stable, and which least? Most stable: #Q; least stable: #P.

---

#P
The following is a DFT calculation (ωB97M-V with the def2-TZVPD basis set) of an isolated ion of composition C5H8IN2 and charge +1.

Kohn-Sham gap = 7.927 eV
Lowest unoccupied orbital energy = -4.86 eV
HOMO energy = -12.791 eV
SMILES string = C=C/C=C\N=C(\[NH3+])I

```
! wB97M-V def2-TZVPD RIJCOSX def2/J DEFGRID3
* xyz 1 1
C 0.821 -1.916 0.433
C 1.221 -1.196 -0.802
C 0.335 -1.150 1.438
C 0.539 -0.303 -1.535
C -0.868 0.592 0.430
N 0.054 0.173 1.140
N -0.831 2.115 0.383
I -2.881 -0.080 -0.159
H 1.151 -2.892 0.378
H 2.164 -1.220 -1.200
H 0.200 -1.612 2.479
H 0.979 0.136 -2.425
H -0.496 -0.218 -1.619
H -0.914 2.578 1.272
H -1.600 2.417 -0.307
H 0.125 2.574 0.094
*
```

---

#Q
The following is a DFT calculation (ωB97M-V with the def2-TZVPD basis set) of an isolated ion of composition C5H8IN2 and charge +1.

Kohn-Sham gap = 8.382 eV
Lowest unoccupied orbital energy = -4.11 eV
HOMO energy = -12.487 eV
SMILES string = CN/C(C)=[NH+]\C#CI

```
! wB97M-V def2-TZVPD RIJCOSX def2/J DEFGRID3
* xyz 1 1
C 0.111 -2.197 -0.732
C 0.155 -2.863 0.404
C 0.143 0.182 -0.615
C 0.418 1.443 -1.304
C -0.590 1.150 1.555
N -0.226 0.035 0.642
N 0.310 -1.031 -1.297
I -0.099 -4.538 1.455
H -0.285 2.342 -1.067
H 1.393 1.808 -1.094
H 0.721 1.236 -2.387
H 0.257 1.821 1.871
H -1.501 1.734 1.287
H -0.863 0.836 2.541
H -0.456 -0.889 0.997
H 0.511 -1.071 -2.256
*
```

---

Which of them is most stable, and which least? Most stable: #Q; least stable: #P.